24
Properties=species:S:1:pos:R:3 method="wB97M-V/def2-TZVPD" total_charge=0 largest_force_ha_per_bohr=0.0926 homo_lumo_gap_ev=8.8 relative_energy_ev=0.712
O 0.25 0.73 1.36
Br -0.07 0.30 -2.55
Br -0.42 -2.80 -0.28
C 0.14 0.01 0.36
C 0.95 0.26 -0.86
C -0.94 -1.05 0.44
C 2.28 0.62 -0.89
C -2.26 -0.80 0.81
C 3.10 0.68 0.43
C 2.95 1.18 -2.15
C -2.76 0.57 1.24
C -3.33 -1.85 0.83
H 3.75 -0.27 0.59
H 2.56 0.93 1.34
H 3.75 1.46 0.31
H 3.77 0.55 -2.48
H 2.32 1.27 -3.00
H 3.43 2.16 -2.01
H -2.20 1.31 0.73
H -3.72 0.70 0.99
H -2.56 0.58 2.34
H -3.97 -1.96 -0.12
H -2.86 -2.84 0.94
H -4.14 -1.72 1.63


55
Properties=species:S:1:pos:R:3 method="wB97M-V/def2-TZVPD" spin_multiplicity=5 total_charge=+3 largest_force_ha_per_bohr=0.0725 homo_lumo_gap_ev="7.6 / 5.6" s_squared=6.06
Os -0.14 -0.18 0.09
P 1.84 -1.25 0.42
C 2.12 -2.18 -1.10
C 1.03 -2.12 -1.97
N -0.16 -1.49 -1.56
C -1.32 -1.90 -2.12
C -1.40 -2.81 -3.17
C -0.22 -3.24 -3.75
C 0.99 -2.82 -3.22
C -2.59 -1.30 -1.55
P -2.20 0.28 -0.68
H 1.93 -3.13 -3.65
H -2.39 -3.06 -3.58
H -0.26 -3.88 -4.62
H -3.31 -1.06 -2.35
H -3.08 -1.96 -0.81
H 3.18 1.44 -3.13
H 3.10 -2.38 -1.48
H -0.46 5.25 -2.34
O 2.67 1.34 -2.33
H 2.97 2.07 -1.72
H -0.90 1.12 0.51
O 0.16 5.51 -1.64
H -0.24 5.01 -0.93
C -2.59 1.56 -1.91
H -3.60 1.41 -2.31
H -2.49 2.56 -1.46
H -1.87 1.53 -2.74
C -3.51 0.56 0.55
H -3.13 1.27 1.30
H -4.39 0.99 0.07
H -3.76 -0.38 1.05
C 1.59 -2.71 1.47
H 2.46 -3.36 1.32
H 1.46 -2.42 2.52
H 0.73 -3.26 1.08
C 3.32 -0.40 0.99
H 3.20 -0.12 2.05
H 4.19 -1.07 0.88
H 3.50 0.49 0.38
C -1.27 -0.98 2.81
C -0.39 0.15 3.07
C -0.22 1.01 4.17
C 0.64 2.03 3.78
C 0.98 1.80 2.42
C 1.78 2.68 1.55
N 0.33 0.66 2.02
H -1.03 -1.81 3.47
H -1.12 -1.26 1.71
H -2.32 -0.71 2.98
H -0.72 0.88 5.13
H 1.00 2.88 4.34
H 1.35 3.70 1.55
H 2.81 2.77 1.93
H 1.75 2.31 0.50


17
Properties=species:S:1:pos:R:3 method="wB97M-V/def2-TZVPD" total_charge=0 largest_force_ha_per_bohr=0.0572 homo_lumo_gap_ev=7.8 relative_energy_ev=1.880
C -0.32 -0.95 -2.31
C 0.24 0.26 -0.21
C -1.07 -1.00 1.44
H -0.63 -1.91 -1.73
H -1.16 -0.28 -2.53
H 0.23 -1.23 -3.25
H 1.29 0.39 -1.82
H -1.72 -0.18 -0.34
H -2.16 -1.14 1.67
H -0.73 -1.99 1.11
H -0.65 -0.63 2.38
H -0.11 1.48 1.76
H 1.55 1.83 2.18
N 0.59 -0.23 -1.44
N -1.00 -0.03 0.35
N 1.11 0.94 0.41
N 0.88 1.28 1.68


23
Properties=species:S:1:pos:R:3 method="wB97M-V/def2-TZVPD" total_charge=-1 largest_force_ha_per_bohr=0.0261 homo_lumo_gap_ev=7.4 relative_energy_ev=0.421
S 2.79 0.02 0.01
H 3.17 -0.36 -1.22
H 1.55 -1.66 0.24
H 1.26 -3.12 0.34
O 0.77 -2.30 0.28
H -0.88 -0.98 1.84
H -1.69 -0.65 3.01
O -1.82 -0.92 2.09
H -3.03 0.27 -0.83
H -1.93 -0.62 -0.18
O -2.47 -0.50 -0.97
H -0.24 2.43 -0.24
H -1.41 1.69 0.28
O -0.85 2.43 0.52
H 0.03 0.89 -2.11
H 1.33 1.38 -1.47
O 0.46 1.69 -1.77
H 0.53 1.80 1.75
H 1.68 0.96 2.18
O 1.20 1.72 2.46
H 0.54 -1.59 -1.83
H -0.88 -1.29 -1.90
O -0.11 -1.30 -2.48


6
Properties=species:S:1:pos:R:3 method="wB97M-V/def2-TZVPD" total_charge=0 largest_force_ha_per_bohr=0.0783 homo_lumo_gap_ev="7.1 / 7.1" relative_energy_ev=6.062
C -1.23 -1.08 -0.06
C 1.60 0.31 -0.16
F -0.59 1.04 1.13
P -0.06 0.08 -0.18
H -1.53 -1.64 -0.93
H 1.81 1.29 0.19


23
Properties=species:S:1:pos:R:3 method="wB97M-V/def2-TZVPD" total_charge=0 largest_force_ha_per_bohr=0.1134 homo_lumo_gap_ev=8.8 relative_energy_ev=3.560
C -0.22 -0.32 -0.11
C 0.03 0.92 -0.80
C 1.78 0.63 -1.20
C -2.72 0.25 0.98
C -0.21 -1.63 -0.87
C 0.23 -0.43 1.33
N 2.73 0.98 -0.20
O -1.96 0.25 -0.18
H 2.87 0.27 0.49
H 2.55 1.88 0.22
H 0.04 1.80 -0.17
H -0.45 1.01 -1.77
H 1.86 1.31 -2.05
H 1.98 -0.37 -1.58
H -3.70 0.71 0.77
H -2.26 0.84 1.79
H -2.89 -0.77 1.37
H -0.43 -1.12 1.86
H -1.03 -2.24 -0.49
H -0.37 -1.47 -1.93
H 0.73 -2.16 -0.73
H 1.23 -0.86 1.40
H 0.20 0.52 1.84